# 1
{
  "formula": "C25H27N3O5S",
  "method": "ωB97M-V/def2-TZVPD",
  "symbols": ["C", "H", "H", "O", "C", "C", "C", "C", "C", "C", "N", "S", "O", "O", "C", "C", "C", "C", "C", "C", "H", "H", "C", "O", "N", "C", "C", "C", "C", "C", "C", "H", "H", "N", "C", "H", "C", "O", "C", "C", "H", "H", "H", "H", "H", "H", "H", "H", "H", "H", "H", "H", "C", "H", "H", "H", "H", "H", "H", "H", "H"],
  "xyz": [[5.838, 4.451, -5.174], [6.062, 5.523, -5.145], [5.942, 4.088, -6.195], [4.500, 4.193, -4.817], [4.124, 4.393, -3.529], [4.860, 5.099, -2.585], [4.375, 5.263, -1.298], [3.154, 4.730, -0.931], [2.416, 4.015, -1.861], [2.887, 3.844, -3.150], [2.158, 3.020, -4.042], [2.799, 1.471, -4.105], [2.288, 0.818, -5.275], [4.213, 1.455, -3.863], [1.987, 0.798, -2.656], [2.643, 0.803, -1.439], [1.977, 0.355, -0.313], [0.669, -0.115, -0.410], [0.021, -0.104, -1.643], [0.681, 0.361, -2.766], [0.206, 0.386, -3.734], [-1.009, -0.423, -1.725], [0.000, -0.572, 0.851], [0.213, -0.029, 1.917], [-0.827, -1.636, 0.666], [-1.588, -2.334, 1.613], [-1.668, -1.967, 2.951], [-2.446, -2.693, 3.830], [-3.173, -3.815, 3.416], [-3.071, -4.178, 2.067], [-2.301, -3.452, 1.186], [-2.242, -3.763, 0.152], [-3.582, -5.057, 1.703], [-3.905, -4.609, 4.288], [-5.219, -5.087, 3.905], [-5.289, -5.218, 2.827], [-6.295, -4.091, 4.366], [-6.237, -3.877, 5.758], [-4.967, -3.397, 6.147], [-3.869, -4.378, 5.717], [-2.884, -4.029, 6.022], [-4.059, -5.343, 6.203], [-5.001, -3.295, 7.233], [-4.788, -2.410, 5.692], [-7.295, -4.475, 4.160], [-6.153, -3.137, 3.833], [-5.388, -6.053, 4.393], [-2.486, -2.360, 4.855], [-1.122, -1.107, 3.300], [-0.860, -2.030, -0.264], [2.454, 0.361, 0.656], [3.661, 1.155, -1.398], [1.618, 3.599, -5.252], [1.307, 2.770, -5.883], [0.754, 4.216, -4.996], [2.354, 4.201, -5.788], [1.469, 3.573, -1.593], [2.779, 4.858, 0.073], [4.965, 5.812, -0.579], [5.820, 5.517, -2.843], [6.530, 3.908, -4.526]],
  "forces_ev_per_a": [[0.243, 0.069, -0.091], [-0.003, -0.080, 0.010], [0.045, 0.049, 0.069], [-0.325, -0.023, 0.289], [-0.094, 0.110, 0.060], [0.142, -0.013, -0.322], [-0.104, -0.055, 0.061], [-0.011, 0.041, 0.141], [0.093, 0.184, -0.098], [0.212, 0.298, 0.349], [0.598, -0.796, -0.108], [-0.275, -0.227, 0.326], [-0.259, 0.150, 0.041], [-0.197, 0.112, 0.181], [0.291, 0.107, -0.343], [0.144, -0.064, -0.025], [-0.191, -0.081, 0.037], [0.200, 0.228, -0.120], [0.114, 0.018, 0.061], [-0.053, -0.072, -0.129], [-0.156, -0.023, -0.086], [-0.074, -0.029, -0.015], [-0.012, -0.061, -0.200], [0.051, 0.009, 0.127], [-0.016, -0.114, -0.436], [-0.205, -0.098, 0.434], [0.186, 0.145, -0.203], [-0.257, -0.278, 0.039], [0.313, 0.203, -0.194], [-0.059, 0.054, 0.036], [0.060, 0.187, 0.061], [0.006, -0.048, -0.105], [-0.021, -0.086, -0.013], [-0.051, -0.349, 0.261], [-0.395, 0.231, 0.055], [-0.003, -0.061, 0.031], [0.048, -0.233, -0.323], [-0.060, -0.066, 0.102], [0.340, -0.077, 0.084], [-0.202, 0.255, 0.142], [0.002, -0.035, 0.032], [0.047, 0.095, 0.045], [0.065, 0.051, -0.047], [-0.009, -0.055, 0.063], [0.042, 0.041, -0.071], [-0.035, -0.079, 0.024], [-0.046, 0.023, -0.095], [-0.032, 0.015, 0.086], [0.017, 0.024, 0.009], [0.121, 0.147, 0.157], [0.047, 0.017, 0.071], [0.129, 0.028, 0.089], [-0.222, 0.092, -0.503], [-0.129, 0.172, -0.137], [0.034, -0.050, -0.016], [-0.060, -0.049, 0.030], [-0.098, -0.067, -0.008], [-0.032, 0.019, 0.098], [0.050, 0.048, 0.055], [0.072, 0.031, -0.065], [-0.021, 0.019, -0.002]],
  "lowdin_charge": [-0.065, 0.095, 0.098, -0.096, -0.225, -0.009, -0.076, -0.081, -0.018, -0.226, -0.216, 0.701, -0.282, -0.259, -0.262, -0.045, 0.008, -0.126, -0.016, -0.042, 0.117, 0.116, -0.423, 0.080, 0.132, -0.226, -0.004, -0.014, -0.231, -0.021, -0.026, 0.111, 0.105, -0.105, -0.135, 0.109, -0.186, -0.133, -0.187, -0.142, 0.118, 0.129, 0.126, 0.123, 0.125, 0.130, 0.129, 0.100, 0.101, 0.133, 0.124, 0.120, -0.059, 0.079, 0.095, 0.088, 0.123, 0.103, 0.105, 0.106, 0.104],
  "total_energy_ev": -51905.4064,
  "smiles": "COc1ccccc1N(C)S(=O)(=O)c1ccc(C(=O)Nc2ccc(N3CCOCC3)cc2)cc1",
  "homo_lumo_gap_ev": 7.69,
  "homo_ha": -0.2729,
  "e_lumo_ev": 0.3
}

# 2
{
  "formula": "C25H27N4O5RuS3",
  "method": "ωB97M-V/def2-TZVPD",
  "symbols": ["Ru", "C", "N", "C", "C", "N", "C", "C", "C", "C", "C", "C", "C", "S", "C", "C", "C", "C", "C", "C", "S", "H", "H", "H", "H", "H", "H", "H", "H", "H", "H", "H", "H", "H", "H", "H", "H", "H", "H", "N", "C", "C", "O", "O", "H", "H", "H", "H", "H", "O", "C", "N", "S", "O", "O", "C", "C", "C", "C", "C", "C", "H", "H", "H", "H"],
  "xyz": [[0.226, 0.151, 0.435], [-3.004, 0.110, 0.230], [-2.023, -0.176, -0.852], [-1.849, 0.951, -1.802], [-0.481, 0.930, -2.475], [0.630, 1.199, -1.499], [1.963, 0.710, -1.982], [0.727, 2.667, -1.320], [1.229, 3.479, -2.330], [1.307, 4.849, -2.150], [0.874, 5.416, -0.958], [0.348, 4.611, 0.037], [0.263, 3.233, -0.151], [-0.526, 2.244, 1.061], [-2.423, -1.385, -1.555], [-3.752, -1.566, -1.907], [-4.180, -2.719, -2.553], [-3.280, -3.731, -2.871], [-1.947, -3.559, -2.569], [-1.495, -2.386, -1.925], [0.180, -2.179, -1.701], [-4.022, 0.232, -0.140], [-2.727, 1.024, 0.733], [-2.983, -0.707, 0.948], [-1.970, 1.879, -1.248], [-2.615, 0.926, -2.580], [-0.458, 1.689, -3.254], [-0.306, -0.032, -2.943], [2.273, 1.227, -2.887], [1.921, -0.345, -2.192], [2.697, 0.887, -1.205], [1.561, 3.057, -3.272], [1.712, 5.469, -2.940], [0.943, 6.487, -0.808], [-0.009, 5.039, 0.969], [-4.483, -0.801, -1.677], [-5.228, -2.826, -2.806], [-3.619, -4.634, -3.365], [-1.216, -4.315, -2.826], [2.628, -3.138, 2.717], [1.772, -3.635, 1.587], [1.100, -2.392, 1.023], [-0.138, -2.333, 0.955], [1.888, -1.445, 0.706], [3.174, -3.865, 3.160], [1.980, -2.707, 3.389], [3.238, -2.404, 2.360], [1.035, -4.332, 1.970], [2.400, -4.091, 0.829], [2.219, 1.074, 2.279], [1.384, 0.585, 3.019], [0.281, -0.120, 2.555], [-0.355, -1.025, 3.758], [0.329, -2.315, 3.863], [-1.778, -1.067, 3.698], [0.359, -0.058, 5.060], [0.121, -0.089, 6.416], [0.957, 0.681, 7.219], [1.997, 1.426, 6.671], [2.222, 1.436, 5.299], [1.381, 0.689, 4.502], [-0.685, -0.679, 6.839], [0.789, 0.701, 8.288], [2.634, 2.011, 7.321], [3.019, 2.018, 4.851]],
  "forces_ev_per_a": [[-0.114, 0.192, 0.191], [-0.012, -0.040, -0.218], [-0.039, -0.124, 0.206], [0.172, -0.063, 0.036], [-0.058, -0.055, 0.157], [0.291, 0.061, 0.143], [-0.285, 0.184, -0.075], [-0.020, -0.112, -0.104], [0.034, -0.014, -0.095], [0.011, 0.026, 0.001], [-0.004, 0.023, 0.037], [-0.027, 0.141, 0.055], [-0.118, 0.011, 0.036], [0.264, -0.751, 0.050], [-0.023, 0.006, -0.063], [-0.068, -0.026, -0.020], [-0.018, -0.009, -0.003], [0.027, -0.029, -0.028], [-0.093, 0.054, 0.052], [0.142, 0.075, -0.069], [0.043, -0.030, -0.109], [0.013, 0.043, -0.001], [0.099, 0.141, 0.071], [0.023, -0.048, -0.005], [-0.018, 0.063, 0.059], [-0.096, 0.001, -0.064], [0.026, 0.085, -0.075], [0.068, -0.100, -0.024], [-0.035, 0.011, -0.046], [-0.120, -0.295, 0.026], [0.055, 0.080, 0.131], [-0.014, 0.020, 0.061], [-0.031, -0.025, 0.053], [-0.011, -0.071, 0.002], [0.045, -0.025, -0.104], [0.040, -0.093, -0.052], [0.050, 0.006, 0.012], [0.026, 0.072, 0.041], [-0.022, 0.056, 0.016], [0.048, -0.169, -0.568], [-0.083, 0.134, 0.080], [-0.069, 0.372, 0.014], [0.229, 0.002, -0.098], [-0.524, -0.203, -0.093], [0.123, -0.184, 0.101], [-0.480, 0.141, 0.486], [0.140, 0.152, -0.128], [0.033, -0.004, 0.101], [0.128, -0.104, -0.018], [-0.232, 0.013, -0.047], [-0.035, -0.060, -0.191], [0.739, 0.303, 0.127], [-0.012, 0.042, -0.044], [0.026, 0.094, -0.084], [-0.107, 0.065, 0.042], [0.009, -0.005, -0.109], [-0.162, -0.145, 0.045], [-0.013, 0.035, 0.065], [0.022, 0.011, -0.003], [0.096, 0.091, 0.051], [-0.145, -0.063, 0.040], [0.095, 0.058, -0.040], [0.030, 0.002, -0.047], [-0.024, -0.010, 0.004], [-0.034, -0.010, 0.035]],
  "lowdin_charge": [1.281, -0.076, -0.195, -0.157, -0.157, -0.244, -0.062, -0.283, -0.031, -0.060, -0.063, -0.092, -0.558, 0.781, -0.251, -0.015, -0.035, -0.061, -0.089, -0.568, 0.929, 0.080, 0.018, 0.100, 0.102, 0.136, 0.131, 0.078, 0.085, 0.027, 0.103, 0.114, 0.112, 0.114, 0.111, 0.113, 0.117, 0.115, 0.104, 0.201, -0.032, -0.780, -0.095, -0.127, 0.169, 0.102, 0.162, 0.142, 0.140, 0.036, -0.564, -0.250, 0.686, -0.316, -0.256, -0.210, -0.020, -0.048, -0.045, 0.012, -0.146, 0.129, 0.115, 0.113, 0.129],
  "total_charge": 1,
  "multiplicity": 5,
  "total_energy_ev": -77642.1557,
  "homo_lumo_gap_ev": [7.48, 6.10],
  "s2": 6.045,
  "homo_ha": [-0.3882, -0.3937],
  "e_lumo_ev": [-3.1, -4.6]
}

# 3
{
  "formula": "C25H27N5O3Re",
  "method": "ωB97M-V/def2-TZVPD",
  "symbols": ["N", "C", "C", "H", "H", "H", "N", "C", "C", "H", "H", "H", "N", "C", "C", "H", "H", "H", "Re", "C", "O", "C", "O", "C", "C", "C", "C", "C", "C", "H", "H", "H", "H", "H", "H", "C", "N", "N", "C", "O", "C", "C", "C", "C", "C", "C", "C", "C", "C", "H", "H", "H", "H", "H", "H", "H", "H", "H", "H", "H", "H"],
  "xyz": [[1.532, -1.042, -2.245], [1.953, -1.866, -2.938], [2.683, -2.767, -3.812], [2.932, -2.175, -4.719], [2.053, -3.663, -4.042], [3.600, -3.024, -3.241], [-1.677, -1.347, 1.728], [-2.230, -1.902, 2.578], [-2.828, -2.621, 3.642], [-3.219, -3.567, 3.226], [-3.660, -2.014, 4.013], [-2.078, -2.794, 4.422], [-0.443, 2.710, -1.004], [-0.903, 3.768, -1.104], [-1.265, 5.162, -1.281], [-1.034, 5.659, -0.315], [-2.348, 5.235, -1.557], [-0.597, 5.534, -2.089], [-1.089, -0.582, 0.156], [-0.723, 1.014, 1.357], [-0.568, 1.797, 2.201], [0.590, -1.672, 0.503], [1.462, -2.350, 0.880], [-1.416, -1.901, -1.484], [-1.160, -0.691, -2.136], [-1.768, 0.471, -1.764], [-2.690, 0.515, -0.712], [-3.229, -0.741, -0.330], [-2.601, -1.930, -0.705], [-0.771, -2.766, -1.591], [-0.404, -0.626, -2.886], [-1.445, 1.369, -2.242], [-2.992, 1.445, -0.246], [-4.079, -0.780, 0.346], [-2.973, -2.873, -0.312], [5.629, 2.519, 1.129], [4.560, 2.237, 0.249], [3.458, 1.596, 0.654], [2.606, 1.489, -0.442], [1.501, 0.964, -0.370], [3.323, 2.110, -1.546], [4.507, 2.553, -1.058], [5.598, 3.260, -1.766], [3.310, 1.177, 2.022], [2.820, 2.081, 2.965], [2.793, 1.731, 4.314], [3.299, 0.494, 4.722], [3.828, -0.394, 3.781], [3.868, -0.035, 2.434], [6.396, 3.026, 0.553], [6.086, 1.628, 1.550], [5.353, 3.185, 1.942], [2.950, 2.181, -2.554], [5.773, 4.257, -1.362], [6.525, 2.687, -1.762], [5.267, 3.365, -2.800], [2.493, 3.066, 2.634], [2.377, 2.429, 5.047], [3.300, 0.230, 5.781], [4.217, -1.365, 4.099], [4.347, -0.679, 1.698]],
  "forces_ev_per_a": [[0.044, -0.935, -0.118], [0.329, 0.709, 0.252], [-0.163, -0.228, -0.055], [-0.059, -0.684, 0.404], [0.801, 0.696, 0.025], [-0.420, -0.174, -0.646], [-1.490, -1.757, 3.611], [0.473, -0.144, 0.394], [-0.393, -0.233, -0.070], [0.076, 0.138, 0.323], [-0.083, -0.117, 0.255], [-0.115, -0.076, 0.071], [-0.803, 0.781, 0.383], [0.825, -0.481, -0.112], [-0.262, 0.093, -0.015], [-0.340, 0.041, -0.716], [0.998, 0.234, 0.241], [-0.641, 0.079, 0.504], [3.095, 1.536, -0.675], [2.032, 4.178, 4.453], [-0.882, -3.252, -3.826], [5.759, -2.825, 2.577], [-4.199, 3.050, -2.085], [-0.718, -1.759, -0.686], [0.345, -0.278, -1.552], [-0.481, 1.107, -1.079], [-1.928, 0.686, 0.058], [-1.502, 0.666, -0.222], [-0.467, -1.314, -0.870], [-0.412, -0.160, -0.551], [0.394, -0.112, -0.191], [0.096, 0.420, -0.029], [-0.512, 0.013, -0.500], [0.118, 0.079, 0.056], [0.158, 0.053, 0.016], [1.624, 0.610, 0.589], [-0.586, -0.471, 0.626], [0.450, 0.136, 0.443], [-0.578, -0.261, -0.109], [0.455, 0.037, 0.179], [-0.829, -0.373, -0.056], [0.294, 0.389, -0.980], [-0.165, 0.029, -0.446], [0.400, -0.033, 0.844], [-0.225, 0.067, -0.155], [-0.047, 0.004, -0.038], [-0.085, -0.015, -0.033], [-0.008, 0.010, -0.017], [-0.218, -0.182, -0.244], [0.040, 0.026, -0.030], [-0.218, -0.286, 0.020], [-0.359, -0.005, 0.100], [0.025, 0.045, -0.005], [0.053, -0.015, 0.049], [0.048, 0.033, 0.049], [0.239, 0.107, 0.030], [-0.074, -0.146, 0.125], [0.267, -0.230, -0.262], [-0.016, 0.072, -0.332], [-0.019, 0.429, -0.118], [-0.139, -0.005, 0.151]],
  "lowdin_charge": [0.144, -0.199, -0.012, 0.122, 0.119, 0.117, -0.019, -0.005, 0.066, 0.149, 0.145, 0.146, 0.140, -0.192, -0.014, 0.116, 0.121, 0.121, 1.442, -0.110, 0.229, -0.098, 0.228, -0.144, -0.087, -0.088, -0.143, -0.070, -0.070, 0.152, 0.116, 0.117, 0.153, 0.169, 0.170, 0.073, 0.017, 0.090, -0.344, -0.009, 0.157, -0.206, 0.030, -0.226, -0.023, -0.035, -0.028, -0.036, -0.021, 0.113, 0.134, 0.135, 0.147, 0.118, 0.117, 0.109, 0.130, 0.131, 0.132, 0.131, 0.129],
  "total_charge": 4,
  "multiplicity": 4,
  "total_energy_ev": -42040.4058,
  "homo_lumo_gap_ev": [6.75, 3.61],
  "s2": 3.796,
  "homo_ha": [-0.7129, -0.7130],
  "e_lumo_ev": [-12.6, -15.8]
}